Entry 1:
89
Properties=species:S:1:pos:R:3:forces:R:3 method="wB97M-V/def2-TZVPD" total_energy_ha=-5670.7663 e_above_lowest_kj_mol=17.2 orbital_gap_ha="0.1475 / 0.1768" homo_ha="-0.0753 / -0.1046" charge=-1
Tl 0.336308 0.225890 -0.457545 0.0 0.0 0.0
C 0.741571 0.546276 4.336300 0.0 0.0 0.0
C 0.370475 0.099355 2.950045 0.1 -0.1 0.0
N -0.016429 0.990938 2.036592 0.0 0.1 0.2
N -0.098556 2.271957 2.535601 0.0 -0.2 -0.2
C -0.847918 3.094080 1.895027 -0.1 0.0 0.0
N -1.073590 4.347579 2.466663 -0.1 0.1 0.0
S -1.725681 2.836948 0.359051 -0.1 0.0 -0.2
C 0.402532 -1.271089 2.577507 0.0 0.0 0.0
C 0.880071 -2.321694 3.418824 0.0 0.1 0.0
C 0.828755 -3.620655 3.005399 0.0 -0.1 0.0
C 0.308578 -3.932891 1.729038 0.0 0.0 0.0
C -0.074307 -2.868713 0.941437 0.0 0.0 -0.1
N -0.031495 -1.594230 1.313083 -0.1 0.1 0.1
H -0.082719 1.098692 4.790012 0.0 0.0 0.0
H 1.584195 1.241139 4.305800 0.0 0.0 0.0
H 0.997349 -0.285715 4.983687 0.0 0.0 0.0
H -0.441259 4.563105 3.224585 0.0 0.0 0.1
H -1.196570 5.091831 1.795690 0.0 0.0 0.1
H 1.304344 -2.094852 4.385510 0.0 0.0 0.0
H 1.198139 -4.406793 3.654132 0.0 0.0 0.0
H 0.236030 -4.948370 1.367536 0.0 0.0 0.0
H -0.428011 -3.035424 -0.073266 0.0 0.0 -0.1
C -3.050484 -0.330808 1.595597 0.0 0.0 0.0
C -3.309094 -0.655274 0.166015 0.1 0.1 0.3
N -2.390048 -0.754606 -0.737565 0.1 -0.1 -0.1
C -2.908481 -1.149806 -1.946629 -0.2 0.0 -0.1
C -4.256329 -1.335138 -1.961438 0.1 0.0 0.0
S -4.901372 -1.004754 -0.413393 0.0 0.0 0.0
C -2.008966 -1.375420 -3.082320 -0.1 0.0 -0.1
C -2.373829 -1.540660 -4.384099 0.0 0.1 0.1
S -0.986580 -1.816040 -5.344662 0.0 0.0 0.0
C 0.000102 -1.704626 -3.930946 0.1 0.1 0.0
N -0.662384 -1.465025 -2.847046 0.0 -0.2 0.0
C 1.481227 -1.871967 -3.962887 0.0 0.0 0.0
H -2.110309 0.214308 1.675744 0.0 0.0 0.0
H -2.954014 -1.256431 2.166143 0.0 0.0 0.0
H -3.860681 0.265200 2.015265 0.0 0.0 0.0
H -4.874945 -1.653271 -2.780127 -0.1 0.0 -0.1
H -3.356174 -1.482810 -4.815792 -0.1 0.0 0.0
H 1.748898 -2.926656 -3.879069 0.0 0.0 0.0
H 1.902549 -1.336241 -3.112710 0.0 0.0 0.0
H 1.911225 -1.471256 -4.879719 0.0 0.0 0.0
C -0.664825 2.459257 -0.947644 -0.1 -0.1 0.3
Ge 0.937040 3.437305 -1.249323 0.1 0.2 -0.3
C 0.486019 5.292356 -1.787032 0.1 -0.1 0.0
C 1.490280 6.186283 -2.155959 0.1 0.0 0.0
C 1.195913 7.488383 -2.529103 0.0 0.1 0.0
C -0.121225 7.927578 -2.526801 0.0 0.0 0.0
C -1.132404 7.054150 -2.158840 0.0 0.0 0.0
C -0.829436 5.746644 -1.798393 -0.1 -0.1 0.0
C 2.423402 3.767698 0.036091 0.0 0.0 0.1
C 3.770791 3.621565 -0.287863 0.0 0.2 -0.1
C 4.773581 3.935899 0.622074 -0.1 0.4 -0.1
C 4.448712 4.391975 1.889605 0.0 0.0 0.0
C 3.111958 4.545434 2.232825 0.0 0.0 0.0
C 2.120285 4.242058 1.313799 -0.1 0.0 0.0
C 1.853973 2.638279 -2.809792 0.0 0.0 0.0
C 2.764766 1.587899 -2.681532 0.0 0.0 0.1
C 3.398655 1.037426 -3.785614 0.0 0.0 0.0
C 3.120613 1.519146 -5.057423 0.0 0.0 0.0
C 2.209705 2.553076 -5.208853 0.0 0.0 -0.1
C 1.591731 3.106741 -4.094967 -0.1 0.0 0.0
H 2.525124 5.861355 -2.148103 0.0 0.0 0.0
H 1.992331 8.163654 -2.816580 0.0 0.0 0.0
H -0.356489 8.945448 -2.811310 0.0 0.0 0.0
H -2.162663 7.388520 -2.156183 0.0 0.0 0.0
H -1.623721 5.062102 -1.528319 0.0 0.0 0.0
H 4.056290 3.269783 -1.271332 0.0 0.0 0.0
H 5.813320 3.823512 0.335377 0.0 0.1 0.0
H 5.228076 4.628749 2.603274 0.0 0.0 0.0
H 2.843215 4.900754 3.220593 0.0 0.0 0.0
H 1.084766 4.369644 1.602088 0.2 0.0 -0.1
H 2.988613 1.184256 -1.699306 0.0 0.0 0.0
H 4.104950 0.226326 -3.652661 0.0 0.0 0.0
H 3.611988 1.092583 -5.923100 0.0 0.0 0.0
H 1.980050 2.933312 -6.197445 0.0 0.0 0.0
H 0.886816 3.918767 -4.232120 0.0 0.0 0.0
I 5.982754 -3.035710 -0.372205 0.0 0.0 0.0
C 5.042636 -1.326109 0.362908 0.0 0.1 0.0
C 5.755028 -0.150241 0.554713 -0.1 0.0 0.0
C 5.073886 0.959839 1.028678 0.2 -0.3 0.0
C 3.714175 0.844824 1.283968 0.0 -0.1 0.0
N 3.041739 -0.286931 1.097271 -0.1 0.1 0.1
C 3.685979 -1.356100 0.647513 0.1 0.0 0.0
H 6.811950 -0.101166 0.330234 0.0 0.0 0.0
H 5.576253 1.905446 1.183535 0.0 -0.4 0.0
H 3.135132 1.694328 1.629858 0.0 0.0 0.1
H 3.095692 -2.253995 0.507649 0.0 -0.1 0.0


Entry 2:
87
Properties=species:S:1:pos:R:3:forces:R:3 method="wB97M-V/def2-TZVPD" total_energy_ha=-2124.2057 orbital_gap_ha=0.2679 homo_ha=-0.2435
Sr 0.250600 0.500559 0.151085 -0.5 -0.5 0.1
C -5.544342 -2.985720 -2.990423 0.0 -0.1 0.0
C -4.651673 -1.990382 -2.298262 -0.1 0.1 0.0
C -4.977301 -0.633861 -2.243242 0.0 0.0 0.0
C -4.149414 0.293423 -1.646038 0.0 0.0 0.0
C -2.925083 -0.062757 -1.040428 0.1 0.3 0.0
N -2.035462 0.862106 -0.525418 -0.7 0.1 -0.3
C -2.517321 2.049415 -0.012859 0.0 0.0 -0.1
C -3.679030 2.126729 0.789831 0.0 0.0 0.0
C -4.114014 3.298329 1.367086 0.0 0.0 0.0
C -3.425784 4.506051 1.201171 -0.1 -0.1 0.1
C -3.903782 5.771532 1.863876 0.0 0.1 -0.1
C -2.282863 4.460745 0.428654 0.1 0.0 0.0
C -1.839353 3.279066 -0.166349 0.3 0.0 -0.3
N -0.665177 3.413070 -1.005716 0.0 -0.2 0.2
C -0.549010 4.242331 -2.061292 -0.2 0.0 0.1
C 0.761649 4.225491 -2.473146 0.1 -0.1 0.0
C 1.387260 3.331945 -1.592818 0.1 -0.1 -0.1
N 0.537342 2.843592 -0.702265 -0.6 0.8 -0.2
C -2.617413 -1.430260 -1.105032 0.4 -0.2 0.1
C -3.452723 -2.356947 -1.716196 0.1 -0.1 0.0
N -1.393250 -1.976652 -0.530058 -0.4 0.1 -0.3
C -1.360635 -2.673194 0.646725 -0.2 0.1 -0.2
C -0.287402 -3.511927 0.599398 0.3 0.1 -0.1
C 0.307594 -3.250218 -0.663141 -0.1 -0.2 0.1
N -0.381462 -2.374444 -1.364944 -0.3 0.2 0.5
H -6.591364 -2.682424 -2.934924 0.0 0.0 0.0
H -5.463664 -3.976565 -2.540645 0.0 0.0 0.0
H -5.292103 -3.090238 -4.048946 0.0 0.0 0.0
H -5.904154 -0.292389 -2.694252 0.0 0.0 0.0
H -4.435579 1.337953 -1.651261 0.0 0.0 0.0
H -4.241263 1.214739 0.950750 0.0 0.0 0.0
H -5.015387 3.281186 1.972504 0.0 0.0 0.0
H -4.986158 5.751995 1.998291 0.0 0.0 0.0
H -3.667028 6.650307 1.262183 0.0 0.0 0.0
H -3.458427 5.917925 2.850554 0.0 0.0 0.0
H -1.697442 5.360397 0.264694 0.0 0.0 0.0
H -1.414795 4.771827 -2.424504 0.1 0.0 0.0
H 1.197611 4.760605 -3.298861 0.0 0.0 0.0
H 2.410248 2.987725 -1.585071 0.0 0.0 0.0
H -3.127811 -3.393168 -1.722214 0.0 0.0 0.0
H -2.120313 -2.511407 1.394292 0.0 0.0 0.0
H 0.044454 -4.184550 1.369858 0.1 0.0 0.0
H 1.206285 -3.674047 -1.088800 0.0 0.0 0.1
C 0.671498 -3.223890 5.536602 0.1 0.0 0.0
C 1.176255 -2.532455 4.295875 0.0 -0.1 0.0
C 2.006650 -3.182321 3.375159 -0.1 -0.1 0.1
C 2.423080 -2.588562 2.206427 -0.1 0.1 -0.1
C 2.047535 -1.268578 1.846846 0.1 0.2 -0.1
N 2.258911 -0.694522 0.612624 0.7 -0.5 0.1
C 3.316122 -1.081920 -0.198626 -0.3 0.0 0.1
C 4.561566 -1.446982 0.341189 0.1 0.1 0.0
C 5.666355 -1.753770 -0.426886 0.0 0.0 0.1
C 5.616834 -1.693488 -1.815350 0.0 0.0 0.0
C 6.832076 -1.957602 -2.665369 0.0 -0.1 0.0
C 4.405631 -1.324065 -2.376395 0.1 0.0 0.0
C 3.269901 -1.056371 -1.616868 -0.5 0.1 -0.3
N 2.079087 -0.770150 -2.409512 0.1 0.1 0.4
C 1.806167 -1.270719 -3.636260 0.2 -0.2 0.1
C 0.705482 -0.622947 -4.131379 -0.2 0.1 0.1
C 0.340635 0.274734 -3.113783 0.2 -0.2 -0.1
N 1.173008 0.179149 -2.085415 0.7 -0.1 -0.6
C 1.304233 -0.585475 2.855185 0.1 0.3 -0.2
C 0.854153 -1.222176 4.010066 0.0 0.2 0.0
N 1.048113 0.849622 2.771985 -0.3 -0.1 0.0
C 1.860163 1.834116 3.225378 -0.1 -0.3 -0.1
C 1.154732 3.008404 3.189307 -0.2 0.1 -0.1
C -0.120069 2.652927 2.692853 0.3 -0.1 0.2
N -0.197204 1.354248 2.446300 0.5 -0.1 1.0
H 1.343602 -4.029692 5.836035 0.0 0.0 0.0
H -0.316758 -3.665061 5.384459 0.0 0.0 0.0
H 0.590365 -2.535899 6.380002 0.0 0.0 -0.1
H 2.317379 -4.203562 3.578098 0.0 0.0 0.0
H 3.021842 -3.160234 1.508821 0.0 0.0 0.0
H 4.649523 -1.460620 1.420306 0.0 0.0 0.0
H 6.593926 -2.023076 0.068165 0.0 0.0 0.0
H 7.520121 -2.640457 -2.164543 0.0 0.0 0.0
H 7.388668 -1.042617 -2.882421 0.0 0.0 0.0
H 6.561319 -2.407011 -3.622243 0.0 0.0 0.0
H 4.336076 -1.226513 -3.453585 0.0 0.0 0.0
H 2.406145 -2.066163 -4.044765 -0.1 0.0 0.0
H 0.214563 -0.801457 -5.072250 0.0 0.0 0.0
H -0.486229 0.969267 -3.062044 0.0 -0.1 0.0
H 0.269835 -0.634836 4.711493 0.0 0.0 0.0
H 2.862438 1.594422 3.540639 0.0 0.1 0.0
H 1.507058 3.986831 3.466427 0.0 0.0 0.0
H -0.975846 3.281582 2.493606 0.1 0.0 0.0